Entry 1:
This record from the Open Molecules 2025 dataset describes 3 unconnected molecules or ions with the total composition C7H17N at a distorted geometry. The level of theory is the ωB97M-V functional and the def2-TZVPD basis.

Values from the calculation:
LUMO energy: 0.9 eV
Total charge: 0
Spin multiplicity: 1
E_HOMO: -6.19 eV

Geometry (Å):
C  -0.0695  0.0782  0.8191
C  0.8138  -0.7318  -1.1040
C  0.0257  1.2093  -0.0197
C  -1.4114  -0.5633  1.0569
C  0.5093  -2.2038  -0.9308
C  0.4593  -0.2384  -2.4885
C  -0.6382  2.5575  1.4184
N  0.8617  -0.1343  1.7903
H  1.8599  -0.5249  -0.8613
H  0.5761  -0.5336  2.6692
H  1.8509  -0.0317  1.6342
H  -0.7724  1.3782  -0.7240
H  0.9914  1.6573  -0.2035
H  -1.2978  -1.6460  1.1299
H  -2.1060  -0.3307  0.2539
H  -1.8348  -0.2089  1.9978
H  -0.5552  -2.4094  -1.0855
H  1.0475  -2.8260  -1.6617
H  0.7911  -2.5723  0.0590
H  0.9300  -0.8399  -3.2795
H  0.7881  0.7891  -2.6600
H  -0.6229  -0.2836  -2.6534
H  0.1371  2.6660  2.1753
H  -0.7346  3.4590  0.8150
H  -1.5989  2.2841  1.8529

Entry 2:
This record from the Open Molecules 2025 dataset describes C5H14BN in the gas phase at a distorted geometry. The level of theory is the ωB97M-V functional and the def2-TZVPD basis.

Values from the calculation:
LUMO energy: 0.8 eV
Total charge: 0
Spin multiplicity: 1
SMILES: BN(C)C(C)(C)C
E_HOMO: -9.26 eV

Geometry (Å):
B  0.8058  0.2095  2.0822
C  -1.2268  -1.2259  -0.1841
C  -1.3935  1.2375  0.3346
C  -0.0781  0.3699  -1.6740
C  2.0401  -0.4216  -0.0661
C  -0.4766  0.1115  -0.2062
N  0.7600  0.0468  0.6230
H  1.6823  0.1245  2.7993
H  -0.3252  0.3480  2.5703
H  -1.9232  -1.4812  0.5657
H  -1.6709  -1.4032  -1.1188
H  -0.4453  -1.9434  -0.0577
H  -1.0893  2.2500  0.1414
H  -1.4562  1.3004  1.3288
H  -2.3270  0.9740  -0.1938
H  0.8360  1.0570  -1.9213
H  0.2326  -0.5498  -2.2623
H  -0.9912  0.7590  -2.0623
H  1.7433  -1.3550  -0.6261
H  2.5148  0.2631  -0.8350
H  2.7884  -0.6710  0.7623

Entry 3:
This record from the Open Molecules 2025 dataset describes 2 unconnected molecules or ions with the total composition C4H6N2O2PS at a distorted geometry. The level of theory is the ωB97M-V functional and the def2-TZVPD basis.

Values from the calculation:
LUMO energy (alpha / beta): 1.7 / 1.6 eV
Total charge: -1
Spin multiplicity: 1
E_HOMO (alpha / beta): -4.55 / -4.33 eV

Geometry (Å):
C  -0.7274  0.3693  -0.5878
C  0.5551  -0.2254  -0.3522
C  -1.5935  -0.6977  -0.6722
C  1.9154  0.3650  -0.2688
N  0.4672  -1.5226  -0.2493
N  -0.8552  -1.7849  -0.3752
O  -5.9370  -1.4958  -0.3845
O  -4.4112  -0.6118  1.3677
P  -4.9377  -0.4406  -0.2005
S  -5.4485  1.5142  -0.1558
H  -0.9817  1.3414  -0.5782
H  2.6815  -0.4104  -0.4547
H  1.9063  1.1619  -1.0726
H  1.9247  0.7948  0.7160
H  -1.0744  -2.7102  -0.7881
H  -3.5442  -0.1749  1.4493

Entry 4:
This record from the Open Molecules 2025 dataset describes a molecular structure, C12H30AsF6MnN2O4 at a distorted geometry. The level of theory is the ωB97M-V functional and the def2-TZVPD basis.

Values from the calculation:
LUMO energy (alpha / beta): -7.8 / -7.7 eV
Total charge: +1
Spin multiplicity: 6
Expectation value of S²: 8.7523
E_HOMO (alpha / beta): -12.60 / -12.60 eV

Geometry (Å):
Mn  0.0399  0.0576  -0.2987
As  -0.3566  -4.4783  4.2849
F  -0.2754  -3.0744  3.1713
F  -2.0358  -3.9224  4.6794
F  -0.4626  -5.9160  5.3929
F  1.2686  -4.9040  3.8425
F  0.1283  -3.4108  5.6531
F  -0.9768  -5.4510  2.9004
C  -1.0805  -3.2785  -1.6942
O  0.2062  -2.7416  -1.3246
C  1.3011  -3.4803  -1.8953
C  2.6969  -2.9575  -1.5285
N  2.6548  -1.4928  -1.7063
C  3.9403  -0.8719  -1.3157
C  4.0976  -0.7189  0.1942
O  2.8529  -0.4327  0.8760
C  3.0836  -0.3556  2.2640
H  -1.8840  -2.7593  -1.1717
H  -1.1654  -4.3122  -1.3589
H  -1.2317  -3.2250  -2.7724
H  1.2040  -3.5065  -2.9806
H  1.1549  -4.5215  -1.6078
H  3.4217  -3.4362  -2.1871
H  2.8434  -3.1987  -0.4756
H  2.6807  -1.3978  -2.7115
H  3.9655  0.1298  -1.7446
H  4.8439  -1.2684  -1.7789
H  4.8369  0.0587  0.3863
H  4.4826  -1.6734  0.5530
H  2.1407  -0.0487  2.7166
H  3.8365  0.3812  2.5440
H  3.4792  -1.3043  2.6268
C  -3.2954  2.3108  1.6728
O  -2.7839  1.9428  0.4112
C  -3.6875  2.3222  -0.6501
C  -3.0897  2.4214  -2.1235
N  -1.6350  2.2114  -2.2795
C  -0.9820  3.5360  -2.4742
C  -1.1430  4.4258  -1.2015
O  -0.7942  3.6091  -0.0967
C  -0.7619  4.4495  1.0518
H  -2.7658  1.7354  2.4322
H  -4.3464  2.0746  1.8392
H  -3.0657  3.3503  1.9068
H  -4.1734  3.2724  -0.4285
H  -4.5627  1.6737  -0.6924
H  -3.5257  3.2723  -2.6469
H  -3.5095  1.5540  -2.6330
H  -1.5167  1.8358  -3.2095
H  -1.2681  3.9540  -3.4393
H  0.0784  3.3711  -2.6650
H  -2.1541  4.8123  -1.0738
H  -0.4673  5.2767  -1.2888
H  -0.5807  3.9067  1.9796
H  -1.6951  5.0070  1.1323
H  0.0339  5.1864  0.9437

Values of ΔE to the lowest compared entry with this formula, charge and spin, in order: 107.2; 58.8; 16.2; 228.9, all in kcal/mol.
Values of E_tot, in order: -331.500038; -278.468900; -1155.557446; -4871.229604, all in Ha.